{"formula": "C19H19N4O4Sn", "method": "wB97M-V/def2-TZVPD", "orbital_gap_ev": 5.8, "total_energy_ha": -1468.644922, "e_above_lowest_kcal_mol": 23.01, "e_homo_ha": -0.64475, "charge": 3, "symbols": ["Sn", "C", "O", "C", "C", "C", "C", "C", "C", "N", "N", "C", "C", "O", "C", "C", "C", "C", "C", "C", "C", "C", "H", "H", "H", "H", "H", "H", "H", "H", "H", "H", "H", "H", "H", "C", "O", "C", "O", "N", "N", "H", "H", "H", "H", "H", "H"], "positions_angstrom": [[-1.997, 1.424, 0.871], [-0.874, 4.064, 0.307], [-0.820, 2.797, -0.390], [0.147, 2.655, -1.330], [0.905, 3.698, -1.830], [1.967, 3.443, -2.688], [2.345, 2.130, -3.009], [1.629, 1.084, -2.507], [0.462, 1.324, -1.728], [-0.395, 0.326, -1.446], [-0.196, -0.871, -1.622], [-0.405, -1.989, -1.036], [-0.940, -1.858, 0.365], [-1.143, -0.692, 0.782], [-1.282, -3.050, 1.018], [-1.040, -4.277, 0.459], [-0.488, -4.437, -0.852], [-0.181, -5.701, -1.360], [0.385, -5.836, -2.623], [0.636, -4.708, -3.389], [0.363, -3.438, -2.894], [-0.205, -3.288, -1.631], [0.118, 4.356, 0.649], [-1.509, 3.914, 1.178], [-1.297, 4.841, -0.328], [0.688, 4.724, -1.575], [2.524, 4.275, -3.098], [3.172, 1.950, -3.681], [1.856, 0.061, -2.777], [-1.716, -2.964, 2.006], [-1.266, -5.168, 1.033], [-0.376, -6.576, -0.754], [0.617, -6.819, -3.010], [1.051, -4.814, -4.382], [0.604, -2.568, -3.489], [1.972, 1.502, 3.642], [0.711, 1.827, 4.276], [-0.355, 1.898, 3.551], [-0.368, 1.782, 2.298], [-1.491, 2.111, 4.215], [-2.702, 2.075, 3.510], [2.747, 1.778, 4.348], [2.086, 2.051, 2.712], [2.011, 0.431, 3.451], [-1.466, 2.196, 5.224], [-3.179, 2.969, 3.609], [-3.304, 1.368, 3.927]], "nbo_charge": [1.579, -0.272, -0.601, 0.455, -0.307, -0.017, -0.213, -0.090, -0.034, -0.005, -0.045, 0.208, 0.516, -0.713, -0.351, 0.070, -0.134, -0.083, -0.131, -0.149, -0.116, -0.039, 0.235, 0.197, 0.245, 0.264, 0.270, 0.273, 0.247, 0.263, 0.261, 0.252, 0.265, 0.260, 0.230, -0.260, -0.431, 0.934, -0.827, -0.437, -0.672, 0.248, 0.198, 0.208, 0.439, 0.404, 0.405]}



{"formula": "C2H2N2O3S", "method": "wB97M-V/def2-TZVPD", "orbital_gap_ev": [8.8, 8.8], "total_energy_ha": -810.624770, "e_above_lowest_kcal_mol": 142.43, "e_homo_ha": [-0.34641, -0.34643], "charge": 0, "symbols": ["C", "C", "N", "N", "O", "O", "O", "S", "H", "H"], "positions_angstrom": [[1.735, -0.681, 0.019], [1.073, 0.608, -0.168], [2.094, -1.765, 0.060], [-0.135, 0.327, -0.367], [-1.064, -1.659, 0.177], [-1.375, 0.678, -0.550], [1.726, 1.754, 0.055], [-2.271, -1.007, -0.153], [1.155, 2.499, -0.076], [-2.938, -0.752, 1.004]], "nbo_charge": [0.222, 0.401, -0.282, -0.119, -0.831, -0.457, -0.647, 1.220, 0.498, -0.005]}



{"formula": "C21H22N2O6", "method": "wB97M-V/def2-TZVPD", "orbital_gap_ev": 8.8, "total_energy_ha": -1374.406685, "smiles": "COC(=O)CCNC(=O)c1ccc2nc(Cc3ccc(OC)c(OC)c3)oc2c1", "e_above_lowest_kcal_mol": 39.30, "e_homo_ha": -0.29612, "charge": 0, "symbols": ["C", "H", "H", "H", "O", "C", "O", "C", "H", "H", "C", "N", "C", "O", "C", "C", "C", "C", "C", "C", "H", "H", "N", "C", "O", "C", "C", "C", "C", "C", "C", "C", "H", "O", "C", "H", "H", "H", "O", "C", "H", "H", "H", "H", "H", "H", "H", "H", "H", "H", "H"], "positions_angstrom": [[-3.473, -8.448, -0.204], [-4.446, -8.150, 0.191], [-3.341, -7.998, -1.190], [-3.399, -9.530, -0.264], [-2.436, -8.027, 0.673], [-2.338, -6.715, 0.893], [-3.084, -5.903, 0.405], [-1.179, -6.400, 1.811], [-0.294, -6.255, 1.187], [-0.999, -7.255, 2.461], [-1.430, -5.128, 2.632], [-1.571, -3.966, 1.791], [-0.590, -3.037, 1.687], [0.420, -3.072, 2.366], [-0.843, -1.954, 0.690], [0.278, -1.318, 0.166], [0.055, -0.315, -0.751], [-1.244, 0.074, -1.143], [-2.356, -0.553, -0.598], [-2.136, -1.564, 0.314], [-2.988, -2.048, 0.766], [-3.351, -0.250, -0.880], [-1.119, 1.089, -2.063], [0.151, 1.272, -2.193], [0.933, 0.462, -1.436], [0.807, 2.305, -3.035], [1.202, 3.455, -2.138], [0.293, 4.450, -1.825], [0.658, 5.481, -0.978], [1.927, 5.549, -0.413], [2.849, 4.526, -0.707], [2.462, 3.502, -1.566], [3.191, 2.734, -1.771], [4.130, 4.412, -0.258], [4.622, 5.227, 0.782], [3.997, 5.162, 1.675], [4.706, 6.272, 0.475], [5.613, 4.832, 1.005], [2.325, 6.573, 0.412], [1.401, 7.581, 0.733], [1.077, 8.131, -0.157], [0.525, 7.178, 1.253], [1.933, 8.259, 1.399], [-0.067, 6.248, -0.760], [-0.703, 4.425, -2.240], [1.691, 1.876, -3.508], [0.096, 2.634, -3.791], [1.267, -1.611, 0.481], [-2.304, -4.021, 1.100], [-2.338, -5.249, 3.231], [-0.580, -4.942, 3.293]], "nbo_charge": [-0.264, 0.194, 0.195, 0.198, -0.499, 0.805, -0.623, -0.516, 0.244, 0.237, -0.220, -0.625, 0.667, -0.635, -0.140, -0.206, 0.228, 0.141, -0.232, -0.192, 0.215, 0.226, -0.487, 0.550, -0.417, -0.478, -0.022, -0.214, -0.277, 0.211, 0.338, -0.255, 0.223, -0.512, -0.240, 0.180, 0.184, 0.188, -0.511, -0.249, 0.177, 0.178, 0.200, 0.220, 0.217, 0.236, 0.248, 0.250, 0.424, 0.196, 0.245]}